No. 1
8
Properties=species:S:1:pos:R:3:nbo_charge:R:1 method="wB97M-V/def2-TZVPD" e_tot_ev=-6694.7826 smiles="N#CCC=O"
N -0.5057 -0.9064 2.4362 -0.29
C -0.4602 -0.3387 1.4311 0.27
C -0.3716 0.3530 0.1449 -0.60
C 0.7178 -0.1448 -0.8385 0.33
O 0.4145 -0.1817 -2.0249 -0.53
H -1.3252 0.2642 -0.4083 0.29
H -0.2073 1.4253 0.3233 0.28
H 1.7277 -0.4759 -1.1254 0.25


No. 2
8
Properties=species:S:1:pos:R:3:nbo_charge:R:1 method="wB97M-V/def2-TZVPD" e_tot_ev=-6694.5107 smiles="N=C=O.C#C"
N -0.2682 -1.7728 -0.9272 -0.79
C 0.5891 -0.9397 -0.9208 0.86
O 1.5600 -0.3668 -0.7376 -0.50
H -1.2692 -1.7661 -1.1288 0.43
C -0.0375 1.6902 0.6453 -0.22
C -0.1741 0.6918 1.2394 -0.24
H 0.1123 2.5158 -0.0254 0.24
H -0.5124 -0.0525 1.8551 0.22


No. 3
8
Properties=species:S:1:pos:R:3:nbo_charge:R:1 method="wB97M-V/def2-TZVPD" e_tot_ev=-6691.2752
C -1.8047 -0.7532 -0.6231 -0.21
C -0.6055 -0.2908 -0.3605 -0.08
C 0.8279 -0.3243 -0.5483 -0.09
N 1.4826 0.4502 0.3527 -0.08
O 0.5898 1.3343 0.9479 -0.53
H -2.9627 -0.8010 -0.5500 0.26
H 1.2141 -1.1707 -1.0844 0.24
H 1.2585 1.5555 1.8657 0.49


No. 4
8
Properties=species:S:1:pos:R:3:nbo_charge:R:1 method="wB97M-V/def2-TZVPD" e_tot_ev=-6695.9738 smiles="N#CCC=O"
N 2.4220 -1.0009 -0.0552 -0.29
C 1.3801 -0.4942 0.0704 0.28
C 0.2027 0.4343 0.0139 -0.61
C -1.1381 -0.2442 -0.0570 0.45
O -1.4216 -1.4041 0.0338 -0.48
H 0.3174 1.1248 -0.7902 0.27
H 0.2481 1.0826 0.9590 0.28
H -2.0106 0.5017 -0.1747 0.11


Computed relative energy (zero: lowest compared OMol25 entry of this formula, charge and spin) (kJ/mol) in order:
164.92, 191.16, 503.34, 49.99
Computed HOMO level (eV) in order:
-10.3, -10.6, -9.1, -10.8